2 unconnected molecules or ions with the total composition C2H3NOS2 in a non-equilibrium geometry, computed with ωB97M-V/def2-TZVPD.

Summary:
<S²>: 2.01
Spin multiplicity: 3
Energy relative to the best compared isomer or geometry (same formula, charge and spin) in eV: 3.378
Highest occupied orbital energy (spin up / spin down) in eV: -5.38 / -9.07
Largest force on an atom in eV/A: 6.26
E in eV: -27324.3562
Gap between HOMO and LUMO (spin up / spin down) in eV: 6.0 / 6.4
LUMO (spin up / spin down) in Eh: 0.02330 / -0.09929

Each line ends with the Mulliken spin population.
Positions of all 9 atoms, in Å:
H: 2.441 0.766 1.316  0.05
C: -0.249 -0.116 -1.824  0.00
H: -0.160 -0.111 -2.987  0.00
O: 0.707 0.090 -1.115  0.00
N: 0.466 0.253 2.082  0.17
C: 1.563 0.323 1.693  0.84
S: -1.867 -0.733 -1.419  0.03
S: -1.021 -0.007 2.230  0.90
H: -1.880 -0.465 0.025  0.01